Entry 1:
{
  "formula": "C34H22ClI2InN5O3",
  "method": "ωB97M-V with the def2-TZVPD basis set",
  "elements": ["H", "C", "H", "C", "C", "N", "C", "H", "N", "C", "H", "H", "C", "H", "C", "C", "H", "C", "C", "C", "C", "H", "H", "C", "C", "C", "H", "O", "H", "H", "N", "H", "C", "Cl", "C", "O", "H", "I", "I", "H", "H", "In", "C", "H", "C", "C", "C", "H", "H", "C", "H", "N", "C", "C", "H", "C", "C", "C", "C", "C", "O", "H", "N", "C", "C", "C", "C", "C"],
  "coordinates": [[1.149, -2.065, 3.228], [1.043, 3.441, 3.771], [2.655, -0.022, 4.156], [0.706, 2.313, 2.961], [2.624, 2.016, 4.901], [0.420, -2.386, 1.341], [0.625, -2.776, 2.597], [-3.411, 1.177, -0.880], [1.274, -0.114, -2.542], [-3.057, -0.824, -0.209], [6.829, 1.679, -0.795], [-1.307, 0.359, -0.475], [-5.824, -1.073, -0.186], [-3.046, -2.873, 0.435], [-0.466, -4.856, 2.204], [-5.251, 0.129, -0.561], [0.360, -4.277, 4.111], [-0.341, -2.771, -0.940], [-0.563, 4.781, 2.549], [0.382, 4.666, 3.538], [-0.663, -4.460, 0.893], [-1.146, -5.107, 0.172], [6.468, 2.287, -3.198], [-5.039, -2.157, 0.171], [-3.660, -2.023, 0.160], [2.212, 0.966, 4.065], [-1.055, 5.729, 2.379], [2.510, 0.031, -4.512], [-3.371, -1.046, -4.972], [2.324, 4.067, 5.392], [3.793, 0.315, -1.255], [-2.890, -2.001, -2.748], [5.720, 1.729, -2.650], [-7.560, -1.227, -0.157], [-2.428, -0.839, -4.481], [-0.620, 1.422, 1.165], [5.022, 0.440, 0.387], [-2.312, 3.891, 0.236], [0.820, 6.385, 4.679], [-5.878, 0.961, -0.853], [3.393, 1.850, 5.646], [1.379, 0.063, 0.077], [-0.300, 2.403, 1.891], [-0.818, -5.822, 2.542], [2.036, 3.240, 4.756], [-0.890, 3.683, 1.760], [-1.469, -0.025, -5.073], [-5.504, -3.094, 0.448], [4.347, 1.538, -4.308], [0.066, -0.367, -3.198], [-1.666, 0.440, -6.032], [1.292, 1.108, 3.143], [-0.214, -3.205, 0.508], [5.922, 1.398, -1.314], [0.490, 0.801, -4.939], [0.190, -4.001, 3.079], [4.553, 1.327, -3.269], [3.606, 0.605, -2.540], [4.923, 0.701, -0.663], [-2.158, -1.367, -3.234], [0.047, -3.544, -1.796], [-1.153, -0.856, 0.765], [-0.846, -1.535, -1.206], [2.364, 0.124, -3.285], [-0.956, -1.110, -2.583], [-3.868, 0.242, -0.572], [-0.255, 0.194, -4.452], [-1.553, -0.674, -0.229]],
  "mulliken_charge": [0.204, 1.201, 0.382, 0.198, -0.769, 0.120, -0.233, 0.367, -0.202, -0.829, 0.376, 0.813, 0.484, 0.354, -0.400, -1.057, 0.409, 0.525, -0.502, -0.298, -0.844, 0.492, 0.391, -1.154, 0.380, -0.309, 0.338, -0.751, 0.388, 0.163, -0.219, 0.477, -0.313, -0.252, -1.007, -0.229, 0.419, 0.014, -0.020, 0.411, 0.370, 0.913, -0.064, 0.411, -0.671, -0.401, -0.680, 0.401, 0.430, 0.077, 0.383, -0.285, 0.546, -0.585, 0.421, -0.753, -0.494, 0.337, -0.288, -0.125, -0.658, 0.891, 1.514, 0.249, -0.644, 0.067, -0.385, -1.496],
  "mol_weight_g_mol": 952.661,
  "homo_energy_ha": -0.1621,
  "charge": -1,
  "orbital_gap_ev": 6.5
}



Entry 2:
{
  "formula": "C34H22F2IrN6O6S",
  "method": "ωB97M-V with the def2-TZVPD basis set",
  "elements": ["C", "C", "C", "H", "C", "C", "O", "N", "C", "S", "H", "H", "H", "C", "C", "C", "C", "H", "O", "H", "O", "C", "C", "H", "F", "H", "C", "C", "C", "C", "N", "H", "C", "C", "C", "H", "H", "H", "H", "C", "N", "N", "H", "N", "O", "H", "O", "H", "C", "C", "C", "O", "C", "F", "C", "H", "C", "H", "C", "H", "H", "H", "N", "C", "C", "C", "Ir", "C", "C", "C", "C", "H"],
  "coordinates": [[-0.545, 3.834, -0.112], [-1.866, -1.724, 1.629], [0.400, 3.548, -4.219], [-0.813, -3.694, 4.137], [0.534, 4.748, -2.143], [0.295, -2.096, 3.254], [-2.314, 1.192, 1.844], [1.966, -5.890, -5.398], [-2.614, 2.581, 3.809], [4.518, -5.366, -4.501], [1.729, 2.542, -0.189], [0.634, 3.479, -5.274], [-2.700, -1.510, 0.975], [-2.511, 3.874, 4.332], [-0.602, 2.612, -2.246], [-3.198, 1.572, 4.608], [-1.142, -1.378, -1.913], [1.159, -2.218, 3.885], [4.986, -4.417, -3.513], [0.073, -6.286, -6.065], [4.638, -6.753, -4.093], [-2.960, 4.170, 5.601], [0.472, -2.794, -2.977], [-0.664, 1.677, -4.177], [2.927, -0.942, 3.468], [1.826, -0.531, -0.847], [3.523, 0.897, 2.168], [0.284, -1.089, 2.291], [-0.319, 2.537, -3.617], [0.987, 0.869, 0.976], [-0.203, -0.738, -1.198], [-3.876, 3.387, 7.381], [1.080, -1.085, -1.398], [0.899, -3.891, -3.865], [2.697, -5.105, -4.598], [-2.788, -3.355, 2.637], [-0.533, 4.818, 0.351], [-4.077, 1.087, 6.485], [-3.067, 0.269, 3.262], [3.159, 1.808, 1.199], [2.215, -4.128, -3.850], [-0.929, 2.863, 0.647], [-2.065, 4.639, 3.712], [-0.788, -0.926, 1.507], [-1.295, 1.665, -1.655], [-2.160, -1.034, -1.781], [4.951, -5.078, -5.857], [1.397, 5.439, -3.971], [-3.523, 3.164, 6.382], [0.666, -5.650, -5.415], [-1.906, -2.736, 2.555], [-3.345, 0.295, 4.204], [1.918, 1.817, 0.589], [4.056, 2.723, 0.826], [-0.850, -2.394, -2.794], [-1.010, -4.499, -4.702], [0.834, 4.656, -3.483], [-2.875, 5.177, 5.987], [0.059, -4.654, -4.657], [2.482, -2.364, -2.403], [4.506, 0.913, 2.615], [0.849, 5.612, -1.568], [-1.335, 3.236, 1.892], [1.318, -0.095, 1.977], [-0.807, -2.916, 3.386], [-3.640, 1.881, 5.893], [-0.842, 0.716, 0.115], [1.444, -2.091, -2.260], [-2.074, 2.320, 2.452], [2.589, -0.042, 2.538], [-0.175, 3.723, -1.500], [-1.659, -2.871, -3.331]],
  "mulliken_charge": [-0.090, -0.342, -0.490, 0.466, -0.777, -0.887, -0.893, -0.479, 0.216, 1.211, 0.515, 0.397, 0.422, -0.589, 0.856, 0.488, -0.428, 0.603, -0.667, 0.410, -0.681, -0.792, 1.249, 0.484, -0.329, 0.429, -0.990, -0.182, -0.545, -0.194, 0.229, 0.384, -0.357, 0.333, 0.008, 0.452, 0.435, 0.433, 0.350, 0.267, -0.254, 0.259, 0.442, 0.536, -0.657, 0.607, -0.680, 0.415, -0.344, -0.370, -0.689, -0.661, 0.055, -0.332, -0.967, 0.370, -0.677, 0.391, -0.608, 0.776, 0.522, 0.428, -0.983, 0.534, -0.471, -0.659, 0.285, -0.834, 1.095, 0.882, 0.304, 0.358],
  "mol_weight_g_mol": 872.866,
  "homo_energy_ha": [-0.2667, -0.2667],
  "orbital_gap_ev": [5.4, 4.0],
  "spin_multiplicity": 2,
  "s2": 0.76
}



Entry 3:
{
  "formula": "C34H24Cl2IrN9O2S2",
  "method": "ωB97M-V with the def2-TZVPD basis set",
  "elements": ["C", "H", "C", "N", "C", "H", "C", "H", "C", "C", "C", "C", "H", "H", "H", "H", "H", "H", "C", "H", "Cl", "H", "C", "C", "C", "C", "Ir", "C", "C", "N", "Cl", "N", "C", "C", "C", "C", "C", "C", "N", "C", "C", "C", "H", "H", "H", "C", "N", "H", "H", "S", "C", "N", "H", "C", "C", "C", "H", "C", "H", "H", "H", "H", "O", "O", "C", "C", "C", "N", "H", "C", "S", "N", "N", "H"],
  "coordinates": [[-2.764, 2.549, 2.480], [-3.337, -1.143, -7.955], [-1.682, 2.050, -0.916], [-3.572, -2.025, -1.783], [-2.550, -1.514, -1.081], [-5.602, -2.257, -1.905], [-3.023, 3.811, -3.965], [-0.309, -0.217, 3.267], [2.720, -0.794, -3.068], [-3.949, -0.548, 0.458], [3.618, -1.697, -2.570], [-2.127, 3.233, -4.885], [-2.193, 3.512, -5.929], [-1.690, -0.472, -6.357], [3.076, -2.179, 6.037], [3.350, -0.428, 4.303], [-6.059, -0.936, 0.189], [-4.399, -2.487, -7.707], [-1.161, 2.339, -4.477], [1.378, -3.956, 5.726], [-0.413, -4.484, 3.639], [-3.762, 4.516, -4.323], [-1.105, 2.012, -3.121], [-2.003, -1.315, -5.754], [2.339, -1.736, -0.560], [2.456, -2.189, 5.151], [-0.272, -0.322, 0.212], [1.808, -1.228, 3.060], [-4.795, -1.824, -1.322], [-2.292, 2.372, 0.212], [2.022, 0.069, 1.916], [-3.694, -1.863, -7.345], [-2.037, 1.916, 1.436], [-2.970, 3.505, -2.622], [-3.078, -2.137, -6.194], [-0.255, 1.133, -2.379], [-3.510, -3.235, -5.400], [0.727, -3.210, 3.839], [-1.152, 0.906, 1.748], [-5.055, -1.090, -0.175], [-1.662, 1.182, 4.079], [0.838, -2.217, 2.843], [4.460, -2.027, -3.164], [-3.647, 3.955, -1.908], [-3.451, 3.325, 2.179], [1.513, -3.187, 4.978], [-1.261, -1.699, -1.430], [-0.454, 1.903, -5.173], [2.808, -0.380, -4.061], [-0.221, -2.334, 1.449], [1.610, -0.366, -2.292], [1.471, -0.824, -1.007], [-4.337, -3.848, -5.737], [-2.882, -3.503, -4.221], [-2.581, 2.196, 3.786], [-1.372, -1.598, -4.577], [-1.472, 0.862, 5.092], [-0.996, 0.578, 3.041], [-3.183, -4.326, -3.588], [-3.130, 2.687, 4.579], [4.069, -2.944, -0.856], [-0.549, -0.987, -4.220], [0.441, -3.081, -2.631], [-1.547, -4.214, -1.715], [2.610, -1.209, 4.188], [-1.809, -2.692, -3.816], [-2.003, 2.590, -2.200], [0.770, 0.465, -2.901], [2.168, -2.128, 0.431], [3.416, -2.199, -1.284], [-0.951, -3.056, -2.305], [-2.721, -0.753, 0.013], [-0.630, 1.166, -1.058], [-4.047, 0.064, 1.348]],
  "mulliken_charge": [-0.519, 0.245, -0.287, -0.288, -0.101, 0.434, -0.637, 0.200, -0.702, 0.000, -0.534, -0.841, 0.435, 0.278, 0.398, 0.478, 0.441, 0.242, -0.258, 0.430, -0.199, 0.411, 0.445, -0.937, 0.010, -0.486, 1.671, 1.093, -0.344, -0.309, -0.068, -0.365, 0.122, -0.415, 1.242, -0.262, -0.780, -0.035, 0.335, -1.068, -1.048, 0.009, 0.430, 0.549, 0.529, -0.646, -0.130, 0.669, 0.534, -0.399, 0.497, 0.152, 0.354, -0.455, -0.481, -0.071, 0.488, 0.060, 0.569, 0.443, 0.483, 0.335, -0.698, -0.750, -0.873, -0.246, 0.273, -0.351, 0.330, -0.969, 1.445, 0.157, -0.067, 0.404],
  "mol_weight_g_mol": 917.884,
  "homo_energy_ha": [-0.2958, -0.3607],
  "charge": 1,
  "orbital_gap_ev": [5.4, 3.6],
  "spin_multiplicity": 6,
  "s2": 8.83
}